# CH3IO2S

A single CH3IO2S molecule (the ωB97M-V functional and the def2-TZVPD basis, OMol25).

Values from the calculation:
Energy above the lowest of the compared OMol25 structures with the same formula, charge and spin in kcal/mol: 56.8
Total energy in eV: -24113.059
SMILES: COOSI
Gap between HOMO and LUMO in hartree: 0.3125
Charge: 0
Lowest unoccupied orbital energy in eV: -0.5

Geometry as XYZ:
```
8
CH3IO2S (the ωB97M-V functional and the def2-TZVPD basis)
C 0.16 0.09 0.13
O 1.08 0.64 1.02
O 0.79 0.11 2.41
S 1.37 0.96 3.57
I -0.25 2.65 4.06
H 0.48 0.48 -0.84
H -0.86 0.42 0.35
H 0.21 -1.00 0.12
```